Record 1
Molecular formula: C7H15F3InO6P
Method: DFT, the ωB97M-V functional and the def2-TZVPD basis

Atoms and positions in Å:
In1 -0.84282 -0.74245 -0.46271
C1 1.75334 -3.86728 0.76224
O1 0.73273 -4.59996 1.43383
O2 1.32174 -2.53721 0.55457
C2 3.18659 -4.03105 1.43765
F1 4.16853 -3.85862 0.55447
F2 3.46269 -3.38525 2.56101
F3 3.44114 -5.27074 1.73437
C3 -0.29966 -5.22867 0.69992
C4 -1.29574 -5.68001 1.65610
H1 -2.21998 -6.09343 1.25243
H2 -0.85116 -6.52412 2.18328
H3 -1.40599 -4.88410 2.39264
H4 0.18438 -6.09816 0.25518
H5 -0.82990 -4.71686 -0.10319
H6 1.78073 -4.35192 -0.21371
C5 -1.28790 3.64775 -3.19904
O3 -1.35983 4.26544 -1.90695
P1 -0.76343 3.52484 -0.60872
O4 -1.24584 2.18435 -0.35171
O5 0.86305 3.58342 -0.76437
C6 1.33498 4.83584 -1.26771
O6 -0.96918 4.57428 0.62609
C7 -2.28295 4.84326 1.19651
H7 -0.73556 2.71663 -3.07234
H8 -0.62179 4.26634 -3.80051
H9 -2.28730 3.36924 -3.53333
H10 2.23745 4.95433 -0.66805
H11 0.74620 5.75246 -1.23237
H12 1.73603 4.65521 -2.26502
H13 -2.80687 5.68986 0.75280
H14 -1.96415 5.07547 2.21265
H15 -2.87955 3.93111 1.18399

Its HOMO energy is -16.013 eV. The gap between HOMO and LUMO comes out at 0.0732 Eh. The LUMO energy comes out at -0.5152 hartree. Its total charge is +2. As for the energy above the lowest of the compared OMol25 structures with the same formula, charge and spin: 221.0 kJ/mol.


Record 2
Molecular formula: C21H39FO31S7
Method: DFT, the ωB97M-V functional and the def2-TZVPD basis

Atoms and positions in Å:
C1 1.18695 -0.67791 1.23085
C2 0.39461 -1.85551 0.41080
C3 -0.29233 -1.53803 -1.04335
C4 0.67543 -0.74016 -2.10409
C5 0.60657 0.90248 -1.98982
F1 1.62698 1.47798 -1.05226
C6 1.08499 -3.32400 0.64378
O1 0.21128 -4.09152 1.58643
C7 -1.12062 -3.47069 1.51805
O2 -2.35731 -3.96485 1.61654
O3 -0.80979 -2.05447 1.26949
H1 0.47440 0.24310 1.36822
H2 1.40054 -1.10030 2.32440
H3 2.23729 -0.38109 0.75977
H4 -1.34628 -1.04514 -0.87275
H5 -0.51661 -2.59945 -1.54183
H6 0.25539 -1.00323 -3.19014
H7 1.79575 -1.13553 -2.10854
H8 -0.48324 1.31834 -1.80090
H9 0.91588 1.31182 -3.06756
H10 1.10509 -4.04220 -0.29950
H11 2.12566 -3.34101 1.22394
O4 2.04635 3.63198 -4.72287
S1 2.98130 4.68374 -4.39001
O5 3.61906 5.51399 -5.38517
O6 4.13348 4.05300 -3.42431
C8 4.15421 4.75916 -2.18492
C9 2.72982 5.26870 -1.98198
O7 2.28258 5.65331 -3.27999
H12 4.86059 5.59034 -2.27827
H13 4.47570 4.09873 -1.37512
H14 2.68443 6.11473 -1.29209
H15 2.07313 4.46986 -1.62150
O8 5.24429 0.27989 4.64801
S2 3.92973 -0.32250 4.63415
O9 2.90892 0.03760 3.67775
O10 3.30081 -0.20515 6.13368
C10 2.99981 -1.50961 6.62660
C11 3.98956 -2.44465 5.93680
O11 4.11277 -1.94306 4.60789
H16 1.96926 -1.75026 6.34622
H17 3.09574 -1.53736 7.71531
H18 3.64556 -3.48164 5.92722
H19 4.97584 -2.39303 6.41000
O12 0.99283 3.80130 -6.24634
S3 0.39787 2.70400 -6.97645
O13 -0.27498 1.60137 -6.32999
O14 1.52047 2.10239 -7.99415
C12 1.03981 2.18456 -9.33482
C13 0.08776 3.37743 -9.35433
O15 -0.60013 3.32634 -8.10655
H20 0.51060 1.25413 -9.56455
H21 1.87294 2.30988 -10.03157
H22 -0.61897 3.33273 -10.18639
H23 0.64033 4.32199 -9.39687
O16 -3.33269 3.64010 -0.52577
S4 -3.92765 2.54279 -1.25588
O17 -4.60049 1.44017 -0.60942
O18 -2.80504 1.94119 -2.27358
C14 -3.28570 2.02336 -3.61426
C15 -4.23776 3.21623 -3.63377
O19 -4.92564 3.16514 -2.38598
H24 -3.81491 1.09293 -3.84398
H25 -2.45257 2.14868 -4.31101
H26 -4.94448 3.17153 -4.46582
H27 -3.68519 4.16079 -3.67630
O20 -6.95217 6.47548 -4.62218
S5 -8.26673 5.87309 -4.63604
O21 -9.28753 6.23318 -5.59243
O22 -8.89565 5.99043 -3.13651
C16 -9.19665 4.68597 -2.64359
C17 -8.20690 3.75093 -3.33339
O23 -8.08369 4.25252 -4.66230
H28 -10.22719 4.44533 -2.92397
H29 -9.10071 4.65822 -1.55488
H30 -8.55090 2.71394 -3.34297
H31 -7.22062 3.80255 -2.86018
O24 1.36792 -10.78943 0.29066
S6 1.93595 -9.48666 0.55759
O25 3.28936 -9.12992 0.20062
O26 1.70841 -9.14639 2.13567
C18 0.95481 -7.94133 2.25851
C19 0.09540 -7.86761 0.99926
O27 0.92752 -8.35762 -0.04966
H32 1.65773 -7.10333 2.30557
H33 0.35110 -7.96037 3.16979
H34 -0.23954 -6.85045 0.78253
H35 -0.77460 -8.52824 1.07669
O28 1.36016 -4.07044 10.51260
S7 2.75365 -3.69005 10.58044
O29 3.81685 -4.49304 10.02256
O30 3.11495 -3.35793 12.13513
C20 3.58643 -2.01538 12.23749
C21 2.91274 -1.25841 11.09606
O31 2.89553 -2.17180 10.00144
H36 4.67431 -2.02618 12.11528
H37 3.33514 -1.59654 13.21560
H38 3.44941 -0.34525 10.82792
H39 1.87555 -1.01073 11.34552

Its HOMO energy is -9.835 eV. The gap between HOMO and LUMO comes out at 0.3688 Eh. The LUMO energy comes out at 0.0074 hartree. The structure (SMILES) is C[C@@]1(CCCF)COC(=O)O1.O=S1(=O)OCCO1.O=S1(=O)OCCO1.O=S1(=O)OCCO1.O=S1(=O)OCCO1.O=S1(=O)OCCO1.O=S1(=O)OCCO1.O=S1(=O)OCCO1.


Record 3
Molecular formula: C22H31N3O4
Method: DFT, the ωB97M-V functional and the def2-TZVPD basis

Atoms and positions in Å:
C1 -3.88010 1.70777 -1.67816
C2 -3.76873 1.16334 -0.27123
O1 -2.54156 0.44197 -0.18484
C3 -2.24667 -0.09953 0.98272
O2 -2.96119 -0.05244 1.94281
C4 -0.87316 -0.76385 1.00977
C5 0.21506 0.31435 1.17014
C6 0.02626 1.64962 0.45125
O3 -0.25625 2.65422 1.09315
N1 0.23143 1.65528 -0.87350
C7 0.16059 2.85843 -1.68119
C8 1.35975 3.77547 -1.39916
C9 2.69809 3.15323 -1.71428
C10 3.33212 2.32083 -0.80193
C11 4.55481 1.75925 -1.13141
C12 5.10625 2.05524 -2.36966
N2 4.52156 2.85738 -3.25651
C13 3.34496 3.38871 -2.92322
C14 -0.00583 2.57802 -3.19454
C15 0.16186 1.11903 -3.67898
C16 -1.25865 0.58330 -3.83312
C17 -2.01053 1.77220 -4.42997
C18 -1.40020 3.00266 -3.73287
C19 -0.80156 -1.72163 2.19947
C20 -1.66075 -2.95839 1.98577
C21 -1.18727 -3.73558 0.77199
N3 -0.91851 -2.83623 -0.34311
C22 -0.62985 -1.51397 -0.30857
O4 -0.19226 -0.96711 -1.31468
H1 -4.80845 2.26607 -1.79444
H2 -3.04798 2.37809 -1.89676
H3 -3.86907 0.90149 -2.41246
H4 -3.77157 1.97243 0.46076
H5 -4.60534 0.50195 -0.03861
H6 0.30313 0.57221 2.22502
H7 1.18542 -0.09732 0.87715
H8 0.26093 0.75775 -1.33906
H9 -0.71859 3.41081 -1.33840
H10 1.24323 4.70276 -1.96523
H11 1.34876 4.06724 -0.34704
H12 2.87433 2.11807 0.15894
H13 5.07024 1.10805 -0.43821
H14 6.06107 1.63882 -2.66647
H15 2.90256 4.04199 -3.66709
H16 0.73849 3.17537 -3.72108
H17 0.66647 1.11724 -4.64789
H18 0.77604 0.49531 -3.02976
H19 -1.30539 -0.30883 -4.45911
H20 -1.66695 0.32119 -2.85314
H21 -1.83586 1.82006 -5.50769
H22 -3.08909 1.70115 -4.28026
H23 -2.05837 3.33656 -2.92719
H24 -1.31805 3.84250 -4.42383
H25 0.23933 -2.01962 2.36166
H26 -1.11187 -1.20596 3.10693
H27 -1.63226 -3.60377 2.86400
H28 -2.70694 -2.67047 1.85856
H29 -0.26337 -4.27338 1.00877
H30 -1.92997 -4.47232 0.46757
H31 -0.73822 -3.23570 -1.25190

Its HOMO energy is -9.029 eV. The gap between HOMO and LUMO comes out at 0.3495 Eh. The LUMO energy comes out at 0.0177 hartree. The structure (SMILES) is CCOC(=O)[C@@]1(CC(=O)N[C@@H](Cc2cccnc2)C2CCCC2)CCCNC1=O. As for the energy above the lowest of the compared OMol25 structures with the same formula, charge and spin: 85.4 kJ/mol.